No. 1
# C4H4O

The molecule C4H4O (ωB97M-V with the def2-TZVPD basis set, the Open Molecules 2025 dataset).

Element x y z (Å)
C: 2.268 0.207 0.001
C: 1.148 -0.237 -0.041
C: -0.229 -0.735 -0.057
C: -1.299 0.324 0.051
O: -0.471 -1.917 -0.169
H: 3.262 0.595 0.040
H: -1.422 0.795 -0.931
H: -1.015 1.108 0.759
H: -2.242 -0.139 0.346

HOMO level (eV): -10.39
Largest force on an atom (eV/Å): 0.61
LUMO energy (Eh): 0.0125

***

No. 2
# C2H4F12KN3O20S8

A structure of composition C2H4F12KN3O20S8 (ωB97M-V with the def2-TZVPD basis set, the Open Molecules 2025 dataset).

Element x y z (Å)
K: -0.401 -0.618 0.356
N: 2.805 3.096 2.572
S: 1.315 2.769 2.101
O: 0.263 3.450 2.758
O: 1.142 1.399 1.709
F: 1.374 3.483 0.687
S: 2.974 2.072 3.812
O: 3.648 0.871 3.475
O: 1.945 1.998 4.803
F: 4.116 2.929 4.585
N: 4.521 -2.071 0.302
S: 3.062 -2.820 0.210
O: 1.969 -2.201 0.883
O: 3.183 -4.237 0.043
F: 2.802 -2.384 -1.295
S: 5.129 -2.701 1.637
O: 5.704 -4.011 1.570
O: 4.426 -2.371 2.839
F: 6.413 -1.729 1.722
N: 0.707 1.224 -4.342
S: 1.206 2.754 -4.062
O: 1.931 3.394 -5.119
O: 1.536 3.032 -2.713
F: -0.244 3.365 -4.289
S: 1.518 0.343 -3.323
O: 0.848 0.009 -2.111
O: 2.939 0.457 -3.330
F: 1.262 -1.074 -4.139
C: -4.384 2.132 -0.669
F: -4.522 1.410 -1.785
F: -5.344 3.093 -0.711
F: -4.655 1.337 0.366
S: -2.712 2.925 -0.497
O: -2.836 3.734 0.686
O: -1.814 1.803 -0.406
O: -2.625 3.638 -1.755
C: -4.672 -2.494 -0.866
F: -5.971 -2.841 -0.947
F: -3.969 -3.478 -1.489
F: -4.474 -1.380 -1.570
S: -4.134 -2.332 0.912
O: -5.282 -1.733 1.559
O: -3.960 -3.726 1.269
O: -2.951 -1.505 0.880
O: -1.329 -1.850 -1.852
H: -0.910 -2.380 -2.535
H: -2.229 -2.182 -1.785
O: -0.044 -1.257 3.222
H: 0.828 -1.143 3.611
H: -0.104 -2.195 3.020

Net charge: -4
HOMO level (eV): 0.11
Largest force on an atom (eV/Å): 3.75
LUMO energy (Eh): 0.2730

***

No. 3
# C2H2ClNO

A cluster of 2 separate species, C2H2ClNO in total (ωB97M-V with the def2-TZVPD basis set, the Open Molecules 2025 dataset).

Element x y z (Å)
C: 0.027 -1.729 -0.451
C: -0.864 -1.074 0.251
N: -0.627 0.149 0.600
O: 0.685 -0.540 0.298
Cl: 0.352 3.060 -0.679
H: 0.462 -2.662 -0.424
H: -0.035 2.796 0.405

HOMO level (spin up / spin down) (eV): -7.94 / -10.18
Largest force on an atom (eV/Å): 11.01
LUMO energy (spin up / spin down) (Eh): 0.0311 / -0.0940
Spin multiplicity: 3

***

No. 4
# C18H12ClN4O6Rh

A structure of composition C18H12ClN4O6Rh (ωB97M-V with the def2-TZVPD basis set, the Open Molecules 2025 dataset).

Element x y z (Å)
Rh: -0.033 -0.443 -0.350
O: -2.717 2.819 0.313
C: -2.112 1.878 -0.168
N: -0.783 1.642 -0.045
C: 0.108 2.571 0.325
C: -0.037 3.960 0.164
C: 0.979 4.794 0.551
C: 2.172 4.283 1.088
C: 2.357 2.934 1.242
C: 1.329 2.048 0.875
N: 1.390 0.710 0.933
C: 2.204 0.028 1.776
O: 2.739 0.480 2.772
C: 2.410 -1.376 1.310
C: 3.259 -2.217 2.014
C: 3.552 -3.461 1.485
C: 3.016 -3.790 0.251
C: 2.171 -2.891 -0.388
N: 1.860 -1.717 0.141
C: -2.769 0.842 -1.021
C: -4.123 0.943 -1.307
C: -4.678 0.061 -2.216
C: -3.842 -0.855 -2.834
C: -2.496 -0.892 -2.488
N: -1.976 -0.073 -1.586
H: -0.948 4.347 -0.264
H: 0.873 5.860 0.415
H: 2.965 4.963 1.358
H: 3.277 2.536 1.640
H: 3.667 -1.863 2.947
H: 4.197 -4.149 2.012
H: 3.262 -4.726 -0.225
H: 1.741 -3.120 -1.354
H: -4.691 1.714 -0.812
H: -5.731 0.099 -2.452
H: -4.220 -1.524 -3.590
H: -1.820 -1.594 -2.957
O: -2.673 -3.251 -0.206
Cl: -1.325 -2.990 0.096
O: -0.696 -4.100 0.686
O: -1.235 -1.847 0.982
O: -0.624 -2.631 -1.118

HOMO level (spin up / spin down) (eV): -8.11 / -8.69
Largest force on an atom (eV/Å): 1.61
LUMO energy (spin up / spin down) (Eh): -0.0097 / -0.0871
Spin multiplicity: 5

***

No. 5
# C3H6N2

The molecule C3H6N2 (ωB97M-V with the def2-TZVPD basis set, the Open Molecules 2025 dataset).

Element x y z (Å)
C: -1.426 -0.440 -0.342
N: -0.352 -0.224 0.614
C: 0.973 -0.176 0.004
C: 1.730 1.017 0.414
N: 2.297 1.966 0.752
H: -1.471 0.314 -1.146
H: -2.381 -0.439 0.190
H: -1.315 -1.423 -0.809
H: -0.526 0.620 1.143
H: 1.564 -1.060 0.273
H: 0.907 -0.155 -1.093

HOMO level (eV): -9.60
Largest force on an atom (eV/Å): 1.10
LUMO energy (Eh): 0.0316

***

No. 6
# C22H64N4O8

A cluster of 8 separate species, C22H64N4O8 in total (ωB97M-V with the def2-TZVPD basis set, the Open Molecules 2025 dataset).

Element x y z (Å)
C: -12.176 -8.648 3.554
O: -11.505 -8.108 4.688
C: -12.219 -7.078 5.353
C: -11.297 -5.911 5.656
C: -9.984 -6.366 6.228
N: -12.018 -4.977 6.581
H: -12.919 -9.353 3.945
H: -11.442 -9.184 2.957
H: -12.597 -7.851 2.937
H: -13.108 -6.774 4.801
H: -12.500 -7.501 6.327
H: -11.052 -5.359 4.735
H: -10.036 -7.048 7.080
H: -9.304 -5.552 6.499
H: -9.440 -6.903 5.441
H: -12.326 -4.138 6.097
H: -11.387 -4.615 7.289
C: -19.541 -18.707 7.538
O: -19.488 -18.175 6.280
C: -19.247 -16.792 6.308
C: -19.441 -16.266 4.908
C: -19.575 -14.760 4.833
N: -20.570 -16.931 4.180
H: -19.563 -19.800 7.471
H: -20.474 -18.423 8.041
H: -18.657 -18.477 8.144
H: -20.040 -16.330 6.934
H: -18.288 -16.561 6.773
H: -18.511 -16.567 4.376
H: -18.653 -14.229 5.111
H: -20.339 -14.384 5.520
H: -19.798 -14.482 3.805
H: -20.566 -17.926 4.431
H: -20.308 -16.973 3.195
C: -17.234 -10.541 0.656
O: -18.575 -10.703 1.062
C: -18.765 -10.411 2.425
C: -19.896 -11.255 2.949
C: -21.221 -10.973 2.307
N: -19.997 -11.093 4.429
H: -16.575 -11.232 1.208
H: -16.859 -9.515 0.780
H: -17.141 -10.802 -0.399
H: -17.887 -10.669 3.030
H: -19.022 -9.350 2.533
H: -19.632 -12.316 2.791
H: -21.452 -9.926 2.102
H: -22.059 -11.321 2.925
H: -21.321 -11.526 1.368
H: -20.706 -11.685 4.837
H: -19.113 -11.369 4.862
C: -19.896 -15.266 9.016
O: -18.612 -15.483 8.601
C: -17.876 -14.290 8.370
C: -16.679 -14.656 7.553
C: -15.924 -15.808 8.196
N: -15.818 -13.466 7.400
H: -20.536 -14.770 8.267
H: -19.958 -14.677 9.936
H: -20.336 -16.253 9.157
H: -18.499 -13.594 7.781
H: -17.595 -13.809 9.324
H: -17.053 -14.999 6.586
H: -15.416 -15.547 9.133
H: -15.231 -16.298 7.511
H: -16.593 -16.607 8.560
H: -15.959 -12.910 8.243
H: -14.832 -13.710 7.379
C: -17.264 -15.930 2.020
C: -17.604 -17.365 1.762
O: -18.984 -17.514 1.434
H: -18.001 -15.396 2.623
H: -17.203 -15.380 1.077
H: -16.315 -15.796 2.539
H: -17.282 -18.014 2.595
H: -16.942 -17.742 0.964
H: -19.069 -18.165 0.733
C: -15.283 -13.492 3.502
C: -14.868 -12.308 4.392
O: -15.904 -11.725 5.120
H: -16.350 -13.703 3.468
H: -14.865 -14.408 3.944
H: -14.866 -13.438 2.495
H: -14.207 -11.622 3.844
H: -14.096 -12.735 5.066
H: -15.918 -12.236 5.974
C: -10.671 -12.318 3.333
C: -9.673 -13.253 2.708
O: -9.554 -13.080 1.305
H: -10.781 -12.722 4.347
H: -11.657 -12.427 2.874
H: -10.382 -11.276 3.386
H: -9.852 -14.288 3.018
H: -8.704 -13.000 3.175
H: -8.642 -13.202 1.048
O: -11.887 -13.325 7.176
H: -11.540 -12.981 8.011
H: -11.801 -12.589 6.553

HOMO level (eV): -8.75
Largest force on an atom (eV/Å): 2.00
LUMO energy (Eh): 0.0124